Molecular formula: CHNO
Method: DFT, the ωB97M-V functional and the def2-TZVPD basis

The geometry in XYZ format:
```
4
Properties=species:S:1:pos:R:3:forces:R:3
C 1.127 0.210 0.301 1.1 -0.5 -0.5
N -1.883 -0.236 0.241 0.4 0.4 -0.4
O 1.996 -0.327 -0.190 -0.9 0.5 0.5
H -1.240 0.353 -0.352 -0.6 -0.4 0.4
```
Forces are in eV/Å.

HOMO level (alpha / beta): -11.288 / -11.245 eV
relative energy (zero: lowest compared OMol25 entry of this formula, charge and spin): 109.82 kcal/mol
Kohn-Sham gap (alpha / beta): 0.3704 / 0.3715 Ha

These are the Löwdin partial charges, in e, on atoms 1 to 2: -0.0118 0.0913

Molecular formula: C5H11N2O2
Method: DFT, the ωB97M-V functional and the def2-TZVPD basis

The geometry in XYZ format:
```
20
Properties=species:S:1:pos:R:3:forces:R:3
C -1.684 -0.431 0.574 -2.9 2.2 -0.3
C 0.671 -1.203 1.501 0.1 -1.0 -1.0
C -0.501 -0.485 1.120 1.3 -1.4 0.6
C 1.341 -2.061 0.443 -0.4 2.9 -0.5
C 0.819 2.334 -1.792 1.1 -0.6 1.1
N -2.136 0.812 0.012 3.3 1.5 0.7
N 1.506 1.364 -1.314 0.3 0.0 0.0
O -2.644 -1.427 0.570 -0.2 0.6 0.3
O 0.725 0.234 1.096 -0.6 0.2 0.4
H 0.870 -1.559 2.521 0.0 1.1 -0.1
H 2.328 -1.677 0.261 1.0 -0.2 0.6
H 0.891 -1.864 -0.529 -0.6 -0.6 0.1
H 1.330 -3.042 0.752 0.1 -2.3 0.2
H 1.031 2.565 -2.781 0.3 0.7 -1.8
H 0.176 3.033 -1.266 -0.4 -0.8 0.5
H -3.100 0.887 -0.091 -1.7 0.2 -0.2
H -1.676 1.744 0.356 -1.4 -2.8 -0.5
H 1.333 0.933 -0.352 0.1 0.3 -0.3
H -3.583 -1.133 0.812 2.2 -0.2 -0.4
H 2.304 0.977 -1.891 -1.5 0.3 0.7
```
Forces are in eV/Å.

HOMO level: -11.589 eV
relative energy (zero: lowest compared OMol25 entry of this formula, charge and spin): 93.28 kcal/mol
Kohn-Sham gap: 0.2367 Ha
total charge: +1

These are the Löwdin partial charges, in e, on atoms 1 to 2: -0.3519 -0.1818

Molecular formula: C14H23N4
Method: DFT, the ωB97M-V functional and the def2-TZVPD basis

The geometry in XYZ format:
```
41
Properties=species:S:1:pos:R:3:forces:R:3
C 3.223 -3.000 1.750 -0.1 0.2 0.0
C 2.091 -1.981 1.706 0.0 -0.4 -0.1
C 0.875 -2.533 0.961 0.2 0.2 0.2
N -0.256 -1.627 1.051 0.0 -0.1 0.1
C -1.556 -2.255 0.964 -0.2 -0.1 -0.2
C -1.939 -2.692 -0.462 0.1 0.0 0.1
C -1.480 -1.649 -1.494 -0.1 0.1 0.2
C -1.272 -0.301 -0.809 0.4 -0.2 -0.3
C -0.900 0.811 -1.787 -0.2 -0.3 0.1
C -0.492 2.053 -1.076 0.2 0.2 0.4
N -0.464 3.183 -1.789 0.0 0.6 -0.5
C -0.087 4.260 -1.156 0.0 -0.8 0.5
N -0.070 5.519 -1.958 0.0 -0.1 0.0
N 0.283 4.406 0.088 0.0 0.7 -0.3
C 0.264 3.290 0.815 -0.2 -0.4 -0.3
C -0.131 2.064 0.287 0.0 0.5 -0.3
C -0.152 0.826 1.112 0.1 -0.4 0.0
C -0.147 -0.437 0.229 -0.2 0.5 0.4
H 4.083 -2.592 2.274 0.1 0.0 0.0
H 3.532 -3.274 0.743 0.1 -0.1 -0.1
H 2.904 -3.902 2.266 0.0 -0.1 0.1
H 2.447 -1.069 1.221 0.0 0.1 0.0
H 1.786 -1.723 2.721 -0.1 0.1 0.0
H 0.584 -3.473 1.431 0.0 -0.1 0.0
H 1.156 -2.754 -0.082 0.0 -0.1 0.0
H -2.293 -1.540 1.343 -0.1 -0.1 0.0
H -1.569 -3.114 1.635 -0.1 0.1 0.0
H -1.482 -3.655 -0.688 -0.1 -0.1 0.0
H -3.021 -2.822 -0.507 0.0 -0.1 0.0
H -2.213 -1.558 -2.296 0.0 0.0 -0.1
H -0.535 -1.959 -1.947 0.0 0.0 -0.1
H -2.201 -0.016 -0.307 0.0 0.0 0.1
H -1.724 1.043 -2.465 0.0 0.0 0.0
H -0.062 0.492 -2.416 0.0 0.0 0.0
H -1.006 5.713 -2.340 0.3 0.0 0.1
H 0.582 5.432 -2.750 -0.2 0.1 0.2
H 0.228 6.278 -1.328 -0.1 -0.2 -0.3
H 0.574 3.396 1.844 0.0 -0.1 0.1
H 0.692 0.815 1.803 0.0 0.0 0.0
H -1.059 0.814 1.722 0.0 0.0 0.0
H 0.809 -0.468 -0.311 0.0 0.0 -0.1
```
Forces are in eV/Å.

HOMO level: -10.626 eV
SMILES string: CCCN1CCC[C@@H]2Cc3nc([NH3+])ncc3C[C@H]21
relative energy (zero: lowest compared OMol25 entry of this formula, charge and spin): 24.92 kcal/mol
Kohn-Sham gap: 0.2700 Ha
total charge: +1

These are the Löwdin partial charges, in e, on atoms 1 to 2: -0.1074 -0.2479

Molecular formula: C5H11INO
Method: DFT, the ωB97M-V functional and the def2-TZVPD basis

The geometry in XYZ format:
```
19
Properties=species:S:1:pos:R:3:forces:R:3
C 0.668 -0.932 -1.001 0.7 1.3 0.0
C -0.187 0.407 -1.192 4.8 1.1 -1.3
C -0.188 -1.811 -0.186 -3.2 0.2 1.5
C -1.469 -0.128 0.632 -0.1 -2.2 -4.0
C 0.441 1.192 1.023 -0.2 -2.3 4.7
N -0.596 0.956 0.113 -3.2 -1.8 -0.5
O 0.501 -2.345 0.855 -0.2 0.0 0.1
I -3.512 -0.032 0.004 1.0 0.0 0.3
H 0.794 -1.415 -2.006 0.3 0.8 0.8
H 1.653 -0.785 -0.436 -1.3 -0.2 -1.2
H 0.357 1.240 -1.803 -0.9 -1.6 1.0
H -0.993 0.019 -1.694 -2.4 0.0 -1.2
H -1.042 -2.407 -0.701 1.6 0.9 1.1
H -1.337 -0.405 1.589 0.3 -0.1 3.5
H 1.142 1.761 0.622 3.3 2.6 -2.0
H 0.129 1.691 1.988 -0.2 -0.7 -1.2
H 0.878 0.190 1.273 -0.3 1.1 0.0
H -1.214 1.751 0.002 0.1 0.6 -0.4
H 0.041 -2.884 1.533 -0.2 0.3 -1.0
```
Forces are in eV/Å.

HOMO level: -12.433 eV
relative energy (zero: lowest compared OMol25 entry of this formula, charge and spin): 69.17 kcal/mol
Kohn-Sham gap: 0.3349 Ha
total charge: +1

These are the Löwdin partial charges, in e, on atoms 1 to 2: -0.1153 -0.1169

Molecular formula: C6H8O3
Method: DFT, the ωB97M-V functional and the def2-TZVPD basis

The geometry in XYZ format:
```
17
Properties=species:S:1:pos:R:3:forces:R:3
C -0.410 1.471 0.932 -1.0 -1.4 -0.1
C -1.552 -0.013 -0.703 0.7 0.3 -0.3
C 1.181 -0.295 0.018 0.5 -4.1 1.9
C -0.651 0.178 0.501 -1.9 2.8 0.4
C 1.438 -0.547 -1.262 -0.4 0.1 0.1
C -0.210 -1.067 1.106 2.3 1.8 -2.4
O -1.648 1.089 -1.473 -0.2 0.0 0.1
O 2.171 0.034 0.883 -0.1 0.4 0.1
O -2.086 -1.052 -0.990 -0.1 0.0 0.2
H -2.302 0.910 -2.166 0.1 -0.1 0.1
H 1.980 -0.341 1.751 0.2 0.1 -0.2
H 0.089 1.653 1.871 0.1 0.0 0.0
H -0.682 2.312 0.318 -0.1 0.0 0.0
H 0.678 -0.694 -2.006 -0.2 -0.3 0.0
H 2.469 -0.626 -1.570 0.1 0.6 0.0
H 0.089 -1.032 2.147 0.1 -0.2 -0.1
H -0.554 -1.981 0.644 0.0 0.0 0.2
```
Forces are in eV/Å.

HOMO level (alpha / beta): -7.497 / -7.496 eV
relative energy (zero: lowest compared OMol25 entry of this formula, charge and spin): 93.66 kcal/mol
Kohn-Sham gap (alpha / beta): 0.2902 / 0.2902 Ha

These are the Löwdin partial charges, in e, on atoms 1 to 2: 0.0665 -0.5000

Molecular formula: C25H25N3O8S
Method: DFT, the ωB97M-V functional and the def2-TZVPD basis

The geometry in XYZ format:
```
62
Properties=species:S:1:pos:R:3:forces:R:3
C -4.777 -1.307 -2.236 0.0 0.2 0.0
C -3.330 -0.961 -1.970 -0.3 -0.2 0.0
O -2.894 0.165 -2.012 0.1 0.2 -0.1
N -2.577 -2.063 -1.666 0.0 -0.5 0.0
C -1.247 -2.110 -1.246 0.4 0.0 0.1
C -0.339 -1.080 -1.490 0.0 0.0 -0.1
C 0.956 -1.170 -1.009 -0.1 0.0 0.0
C 1.340 -2.284 -0.289 0.5 0.0 0.3
S 3.007 -2.496 0.320 -0.2 0.4 0.3
O 2.928 -3.256 1.537 -0.1 0.2 0.0
O 3.829 -2.982 -0.747 0.1 0.3 -0.2
N 3.489 -0.930 0.691 -0.3 -1.0 -0.2
C 4.746 -0.469 0.138 0.4 0.1 -0.2
C 4.720 1.054 0.116 0.3 -0.5 0.3
O 5.283 1.748 0.922 0.0 0.0 0.1
O 3.955 1.498 -0.870 -0.3 0.0 -0.5
C 3.704 2.901 -0.949 0.0 0.6 -0.1
C 2.196 3.162 -1.060 0.4 -0.2 -0.1
O 1.775 3.891 -1.936 0.1 0.1 0.0
C 1.373 2.465 -0.100 -0.8 -0.2 0.3
C 1.772 1.842 1.118 -0.3 -0.1 -0.1
C 0.679 1.231 1.649 0.4 0.0 0.4
C 0.573 0.484 2.932 0.0 0.0 -0.1
N -0.395 1.459 0.806 0.4 0.2 -0.1
C -1.689 0.935 0.973 -0.6 -0.4 0.1
C -1.855 -0.415 1.252 0.1 0.3 -0.1
C -3.120 -0.985 1.357 -0.4 0.1 0.1
C -4.199 -0.158 1.170 0.2 0.5 -0.1
C -4.037 1.207 0.924 0.2 -0.6 0.1
C -2.796 1.782 0.830 -0.2 -0.1 0.1
O -5.263 1.795 0.804 0.4 0.3 -0.1
C -6.210 0.761 0.962 -1.3 0.1 0.0
O -5.536 -0.463 1.178 0.4 -0.3 0.1
C 0.010 2.224 -0.247 0.6 0.2 -0.4
C -0.860 2.649 -1.366 -0.2 0.0 -0.1
C 0.460 -3.327 -0.067 0.0 -0.1 0.1
C -0.831 -3.245 -0.547 0.1 0.2 -0.1
H -4.855 -2.104 -2.971 0.0 -0.1 0.0
H -5.251 -1.632 -1.311 -0.1 -0.1 0.1
H -5.291 -0.424 -2.606 0.0 0.0 0.0
H -3.078 -2.936 -1.570 0.0 0.2 -0.1
H -0.654 -0.213 -2.045 0.0 0.1 0.0
H 1.665 -0.376 -1.181 0.0 0.2 0.0
H 3.396 -0.759 1.681 -0.2 -0.1 0.2
H 4.807 -0.872 -0.874 0.2 0.2 0.1
H 5.613 -0.802 0.721 -0.1 0.1 -0.1
H 4.196 3.293 -1.844 -0.1 -0.1 0.2
H 4.113 3.397 -0.061 -0.1 -0.1 -0.1
H 2.741 1.887 1.573 0.2 0.0 0.2
H 0.802 -0.575 2.797 -0.1 -0.1 0.1
H -0.427 0.570 3.353 0.0 -0.1 0.1
H 1.289 0.891 3.643 0.0 0.0 0.1
H -0.988 -1.044 1.363 0.1 -0.1 0.0
H -3.246 -2.033 1.567 0.0 -0.2 0.0
H -2.682 2.835 0.649 0.0 0.2 0.0
H -6.858 0.982 1.824 0.2 0.0 -0.2
H -6.828 0.684 0.053 0.2 0.0 0.2
H -1.672 1.947 -1.538 0.0 0.0 0.0
H -0.254 2.750 -2.264 0.0 0.0 0.0
H -1.284 3.634 -1.167 0.0 0.1 0.0
H 0.801 -4.183 0.493 -0.1 -0.2 0.1
H -1.525 -4.056 -0.375 -0.1 -0.1 0.1
```
Forces are in eV/Å.

HOMO level: -8.182 eV
SMILES string: CC(=O)Nc1ccc(S(=O)(=O)NCC(=O)OCC(=O)c2cc(C)n(-c3ccc4c(c3)OCO4)c2C)cc1
Kohn-Sham gap: 0.3129 Ha

These are the Löwdin partial charges, in e, on atoms 1 to 2: 0.0166 -0.5007